ORCA calculation (ωB97M-V/def2-TZVPD) on a cluster of 2 separate species, C12H17N in total in a non-equilibrium geometry.

Atoms and positions in Å:
C: -1.356 -1.207 -3.328
C: -1.621 0.214 -3.917
H: -0.313 -1.234 -2.980
H: -1.914 -1.474 -2.443
H: -1.348 -2.001 -4.078
H: -0.827 0.928 -3.772
H: -1.943 0.097 -4.942
H: -2.492 0.540 -3.344
C: -0.535 2.119 1.557
C: -1.950 2.107 2.154
C: 0.310 0.938 1.843
C: 0.718 0.544 3.096
C: 0.855 -0.045 0.934
C: 1.485 -1.046 1.747
C: 1.134 0.029 -0.410
C: 2.080 -2.160 1.115
C: 1.783 -0.999 -1.001
C: 2.136 -2.181 -0.257
N: 1.367 -0.671 3.044
H: -0.663 2.250 0.477
H: -0.086 3.067 1.874
H: -2.399 3.099 1.997
H: 0.329 0.864 4.052
H: 1.770 -1.167 3.822
H: 0.832 0.824 -1.089
H: 2.440 -2.975 1.736
H: 2.141 -1.074 -2.021
H: 2.650 -2.867 -0.917
H: -1.959 2.146 3.250
H: -2.622 1.332 1.799

Output
E_LUMO   0.9 eV
Energy above the lowest of the compared OMol25 structures with the same formula, charge and spin   1.200 eV
Gap between HOMO and LUMO   8.76 eV
SMILES   CCc1c[nH]c2ccccc12.CC

=====

ORCA calculation (ωB97M-V/def2-TZVPD) on a cluster of 2 separate species, C12H17N in total in a non-equilibrium geometry.

Atoms and positions in Å:
C: -0.541 -0.602 -2.730
C: -1.811 -0.380 -3.548
C: -0.650 -0.153 -1.308
C: -1.283 0.928 -0.817
C: -0.170 -0.862 -0.139
C: -0.602 -0.123 1.046
C: 0.749 -1.884 0.025
C: -0.266 -0.575 2.358
C: 1.075 -2.246 1.319
C: 0.638 -1.570 2.509
N: -1.221 0.950 0.602
H: -0.258 -1.651 -2.751
H: 0.347 -0.165 -3.201
H: -2.678 -0.351 -2.885
H: -1.584 1.845 -1.302
H: -1.770 1.582 1.164
H: 1.080 -2.368 -0.876
H: -0.722 -0.034 3.181
H: 1.666 -3.135 1.516
H: 0.930 -1.931 3.480
H: -2.053 -1.260 -4.147
H: -1.808 0.467 -4.227
C: 2.034 1.758 1.043
C: 1.411 3.049 0.483
H: 1.794 1.685 2.105
H: 1.760 0.818 0.584
H: 3.124 1.761 0.968
H: 0.395 2.838 0.156
H: 1.975 3.454 -0.346
H: 1.350 3.748 1.293

Output
E_LUMO (spin up / spin down)   -3.4 / -7.2 eV
Energy above the lowest of the compared OMol25 structures with the same formula, charge and spin   0.890 eV
Multiplicity   2
Gap between HOMO and LUMO (spin up / spin down)   9.60 / 5.81 eV
Total charge   +1

=====

ORCA calculation (ωB97M-V/def2-TZVPD) on a cluster of 2 separate species, C12H17N in total in a non-equilibrium geometry.

Atoms and positions in Å:
C: 2.213 1.200 -0.747
C: 1.737 2.635 -0.857
C: 3.245 0.862 -1.820
H: 2.674 1.003 0.225
H: 1.356 0.525 -0.799
H: 1.178 2.949 0.027
H: 2.876 1.053 -2.828
H: 4.137 1.460 -1.639
H: 1.112 2.796 -1.733
H: 2.581 3.323 -0.879
H: 3.554 -0.183 -1.766
C: -2.299 1.007 -1.001
C: -1.536 -2.061 0.937
C: -1.249 -0.708 0.634
C: -2.207 -0.265 -0.271
C: -3.127 -1.357 -0.440
C: -0.664 -2.815 1.700
C: 0.334 -2.120 2.371
C: -0.316 -0.009 1.458
C: 0.404 -0.703 2.379
N: -2.738 -2.391 0.314
H: -3.107 -3.322 0.182
H: -0.877 -3.868 1.832
H: -4.130 -1.290 -0.838
H: 1.155 -2.684 2.805
H: -0.307 1.069 1.356
H: -1.618 1.770 -0.632
H: -3.301 1.451 -0.999
H: 1.022 -0.188 3.102
H: -2.102 0.861 -2.073

Output
E_LUMO (spin up / spin down)   -3.8 / -6.9 eV
Energy above the lowest of the compared OMol25 structures with the same formula, charge and spin   0.410 eV
Multiplicity   2
Gap between HOMO and LUMO (spin up / spin down)   9.10 / 6.60 eV
Total charge   +1

=====

ORCA calculation (ωB97M-V/def2-TZVPD) on the ion C12H17N2 with charge +1 in a non-equilibrium geometry.

Atoms and positions in Å:
C: 2.785 1.239 -0.183
C: 1.615 1.534 0.385
C: 1.536 -0.525 -0.324
C: -3.576 0.705 -0.254
C: -2.749 1.630 0.244
C: -3.182 -0.479 -1.040
C: -1.315 1.486 0.250
C: -2.207 -0.627 -1.916
C: -0.576 0.408 0.477
C: 0.171 -1.238 2.123
C: 3.932 -0.714 -1.147
C: -0.934 -0.871 1.157
N: 2.790 -0.058 -0.533
N: 0.811 0.527 0.158
H: 3.660 1.800 0.051
H: 1.221 2.513 0.581
H: 1.076 -1.436 -0.417
H: -4.692 0.824 -0.315
H: -3.199 2.404 0.943
H: -3.837 -1.395 -0.931
H: -0.816 2.431 -0.012
H: -1.580 0.174 -2.140
H: -2.155 -1.561 -2.492
H: 0.369 -0.367 2.702
H: 1.156 -1.526 1.786
H: -0.334 -2.022 2.782
H: 4.135 -1.646 -0.831
H: 3.852 -0.748 -2.213
H: 4.879 -0.095 -1.093
H: -1.833 -0.708 1.667
H: -1.005 -1.659 0.534

Output
E_LUMO   -3.2 eV
Energy above the lowest of the compared OMol25 structures with the same formula, charge and spin   3.207 eV
Gap between HOMO and LUMO   8.63 eV
SMILES   C=C/C=C\C=C(/CC)[n+]1ccn(C)c1
Total charge   +1

=====

ORCA calculation (ωB97M-V/def2-TZVPD) on a structure of composition C12H17N2O in a non-equilibrium geometry.

Atoms and positions in Å:
C: -4.306 0.335 0.192
C: -3.803 1.606 0.187
C: -3.457 -0.703 -0.178
C: -2.405 1.870 0.201
C: -2.067 -0.403 -0.180
C: -1.526 0.831 0.039
C: -1.231 -1.507 0.043
C: 0.775 -0.255 -0.392
C: 0.783 -0.102 -1.904
C: 2.939 1.049 -0.429
C: 1.868 0.388 1.791
C: 2.107 -0.042 0.306
N: 0.115 -1.319 0.196
N: -1.629 -2.715 0.314
O: -0.278 1.140 0.244
H: -5.381 0.259 0.407
H: -4.452 2.540 0.130
H: -3.950 -1.700 -0.149
H: -2.058 2.798 0.532
H: 0.035 -0.874 -2.341
H: 1.657 -0.488 -2.329
H: 0.670 0.957 -2.231
H: 3.823 1.302 0.183
H: 2.282 1.844 -0.720
H: 3.306 0.808 -1.367
H: 1.035 1.229 1.852
H: 2.784 0.776 2.266
H: 1.386 -0.436 2.414
H: 2.731 -0.875 0.371
H: 0.535 -1.712 1.041
H: -2.567 -3.003 0.575
H: -1.026 -3.497 0.155

Output
E_LUMO   -4.4 eV
Energy above the lowest of the compared OMol25 structures with the same formula, charge and spin   2.980 eV
Gap between HOMO and LUMO   7.88 eV
Total charge   +1

=====

ORCA calculation (ωB97M-V/def2-TZVPD) on the molecule C12H17N5O in a non-equilibrium geometry.

Atoms and positions in Å:
N: -4.267 -1.434 7.538
O: 1.719 0.800 0.663
N: -3.787 -1.055 6.544
N: -3.144 -0.735 5.384
C: 0.588 0.626 0.338
C: -1.776 0.347 1.417
C: 0.002 1.228 2.797
C: -2.638 0.487 2.483
C: -0.878 1.347 3.867
C: -0.402 0.644 1.524
C: -2.219 0.866 3.790
N: 0.376 0.158 -0.978
N: 1.318 -0.179 -2.002
C: -3.117 0.739 5.013
C: 1.797 -1.933 -5.308
C: 1.491 0.645 -3.240
C: 2.843 -1.418 -4.290
C: 2.738 0.116 -3.997
H: -2.157 0.035 0.482
H: 1.084 1.485 2.851
H: -3.691 0.262 2.374
H: -0.488 1.558 4.862
H: -0.549 -0.127 -1.265
H: 2.217 -0.192 -1.464
H: -2.771 1.327 5.844
H: -4.152 0.961 4.896
H: 0.792 -1.666 -4.975
H: 1.930 -1.445 -6.258
H: 1.861 -2.979 -5.359
H: 0.587 0.586 -3.903
H: 1.562 1.770 -3.067
H: 3.808 -1.785 -4.743
H: 2.832 -1.994 -3.371
H: 3.643 0.331 -3.437
H: 2.844 0.625 -5.012

Output
E_LUMO   0.2 eV
Energy above the lowest of the compared OMol25 structures with the same formula, charge and spin   4.909 eV
Gap between HOMO and LUMO   8.90 eV

=====

ORCA calculation (ωB97M-V/def2-TZVPD) on a structure of composition C12H17NNiO.

Atoms and positions in Å:
Ni: -1.453 -0.077 -1.168
C: -2.948 0.010 -2.908
C: -2.523 -1.325 -2.779
C: -1.157 -1.631 -2.826
C: -0.213 -0.609 -3.024
C: -0.633 0.720 -3.158
C: -2.006 1.029 -3.097
H: -4.003 0.249 -2.898
H: -3.253 -2.116 -2.664
H: -0.831 -2.660 -2.743
H: 0.838 -0.856 -3.098
H: 0.089 1.503 -3.346
H: -2.338 2.050 -3.231
O: -0.839 -0.390 0.508
C: 0.009 -0.792 1.376
C: -0.318 -0.715 2.824
C: 0.707 0.310 3.396
C: 1.171 1.420 2.416
C: 2.350 1.062 1.478
C: 2.023 0.043 0.384
N: 1.254 -1.060 1.028
H: -0.228 -1.689 3.311
H: -1.345 -0.377 2.935
H: 1.587 -0.225 3.760
H: 0.245 0.767 4.269
H: 1.496 2.264 3.020
H: 0.320 1.796 1.836
H: 3.173 0.672 2.083
H: 2.726 1.965 0.996
H: 2.919 -0.358 -0.081
H: 1.406 0.488 -0.393
H: 1.776 -1.469 1.795

Output
E_LUMO (spin up / spin down)   -7.4 / -9.8 eV
Energy above the lowest of the compared OMol25 structures with the same formula, charge and spin   0.000 eV
Multiplicity   3
Gap between HOMO and LUMO (spin up / spin down)   9.84 / 7.39 eV
Total charge   +2

=====

ORCA calculation (ωB97M-V/def2-TZVPD) on the molecule C12H17P in a non-equilibrium geometry.

Atoms and positions in Å:
C: -0.577 -1.177 -1.668
C: -0.991 -0.310 -0.656
C: -1.699 -0.059 0.446
C: -0.964 0.749 1.482
C: 0.260 1.199 1.120
C: 0.708 -1.441 -1.850
C: 0.728 0.752 -0.181
C: -3.029 -0.552 0.785
C: -1.661 1.006 2.775
C: 1.104 2.076 2.041
C: 1.269 -2.509 -2.765
C: 2.842 0.148 -1.797
P: 1.767 -0.693 -0.476
H: -1.394 -1.301 -2.414
H: 0.949 1.575 -0.924
H: -3.105 -1.327 1.641
H: -3.782 -0.871 0.079
H: -3.560 0.297 1.206
H: -2.771 1.300 2.756
H: -1.241 1.724 3.422
H: -1.775 0.076 3.307
H: 0.809 2.047 3.165
H: 0.829 3.025 1.651
H: 2.212 1.736 1.830
H: 0.300 -2.843 -3.287
H: 1.667 -3.332 -2.108
H: 2.003 -2.148 -3.475
H: 2.107 0.633 -2.526
H: 3.422 -0.643 -2.293
H: 3.576 0.861 -1.286

Output
E_LUMO   0.8 eV
Energy above the lowest of the compared OMol25 structures with the same formula, charge and spin   4.300 eV
Gap between HOMO and LUMO   8.35 eV